Here is 2 unconnected molecules or ions with the total composition C2H9N3O2 from the Open Molecules 2025 dataset. Energies are from ωB97M-V/def2-TZVPD.

The geometry in ORCA input format:
```
! RIJCOSX wB97M-V def2-TZVPD def2/J DEFGRID3
* xyz 0 1
N -1.094 -2.059 -1.018
N -1.078 -0.654 -0.803
C -1.150 -0.262 0.426
O -1.552 -1.033 1.463
O -1.434 1.054 0.635
H -0.940 -2.193 -2.010
H -0.331 -2.530 -0.535
H -1.687 -1.931 1.133
H -1.475 1.492 -0.226
C 1.673 0.645 -0.050
N 1.541 2.051 0.121
H 1.077 0.327 -0.916
H 2.721 0.360 -0.139
H 0.934 0.025 0.705
H 2.199 2.420 0.799
H 0.596 2.287 0.416
*
```

Summary:
E   -10783.1460 eV
Kohn-Sham gap   9.328 eV

Atomic partial charges in e from the Löwdin method, atoms 1 to 8: -0.003 -0.008 -0.576 0.109 0.070 0.074 0.079 0.101